# 1
Density functional theory data (ωB97M-V/def2-TZVPD) for an isolated ion of composition C4H9N4O3 and charge +1.

Calculated values
Lowest unoccupied orbital energy   -0.1358 hartree
ΔE to the lowest compared entry with this formula, charge and spin   170.8 kcal per mole
Frontier orbital gap   10.21 eV
Structure (SMILES)   CCOC(=O)N1[NH2+]N=CN1O
Highest occupied orbital energy   -13.9030 eV

ORCA input file:
```
! wB97M-V def2-TZVPD RIJCOSX def2/J DEFGRID3
* xyz 1 1
O 0.07 1.91 0.53
O -0.97 -0.12 0.59
O 3.07 1.76 0.25
N 1.28 -1.34 0.47
N 1.26 -0.05 0.91
N 2.43 0.66 -0.06
N 2.13 -1.45 -0.66
C 2.82 -0.36 -0.79
C -2.29 0.46 0.36
C -3.00 -0.44 -0.71
C -0.03 0.73 0.68
H -2.86 0.39 1.30
H 2.44 2.50 0.08
H 0.33 -1.72 0.26
H -2.71 -0.49 -1.71
H -2.80 -1.44 -0.17
H -4.10 -0.17 -0.92
H 1.68 -2.09 1.06
H 3.40 -0.38 -1.60
H -2.16 1.64 0.13
*
```

# 2
Density functional theory data (ωB97M-V/def2-TZVPD) for an isolated molecule of C4H5NO3.

Calculated values
Lowest unoccupied orbital energy (alpha / beta)   0.0218 / 0.0218 hartree
ΔE to the lowest compared entry with this formula, charge and spin   55.3 kcal per mole
Frontier orbital gap (alpha / beta)   9.23 / 9.24 eV
Structure (SMILES)   CC1=[N+]([O-])CC(=O)O1
Highest occupied orbital energy (alpha / beta)   -8.6405 / -8.6410 eV

ORCA input file:
```
! wB97M-V def2-TZVPD RIJCOSX def2/J DEFGRID3
* xyz 0 1
O 0.58 -1.09 -0.53
O -0.84 1.76 0.77
O 2.72 -0.64 -1.09
N -0.13 0.86 0.27
C 1.28 1.07 -0.09
C 1.67 -0.29 -0.65
C -1.77 -1.00 0.27
C -0.46 -0.37 0.02
H -2.42 -0.92 -0.60
H 1.86 1.31 0.81
H -1.63 -2.05 0.50
H 1.39 1.87 -0.81
H -2.25 -0.49 1.11
*
```

# 3
Density functional theory data (ωB97M-V/def2-TZVPD) for an isolated ion of composition C3H3O3P and charge -2.

Calculated values
Lowest unoccupied orbital energy (alpha / beta)   0.2589 / 0.2589 hartree
ΔE to the lowest compared entry with this formula, charge and spin   29.4 kcal per mole
Frontier orbital gap (alpha / beta)   6.73 / 6.72 eV
Highest occupied orbital energy (alpha / beta)   0.3185 / 0.3211 eV

ORCA input file:
```
! wB97M-V def2-TZVPD RIJCOSX def2/J DEFGRID3
* xyz -2 1
P -0.13 1.06 -1.54
O 0.14 0.10 -2.65
O -1.57 1.53 -1.35
O 0.93 2.14 -1.34
C 0.03 0.19 0.07
C 0.00 -1.53 1.39
C 0.15 -0.07 1.35
H 0.86 -2.11 1.07
H 0.41 0.45 2.30
H -0.83 -1.77 0.69
*
```

# 4
Density functional theory data (ωB97M-V/def2-TZVPD) for an isolated molecule of C23H30N2O3S2.

Calculated values
Lowest unoccupied orbital energy   0.0161 hartree
ΔE to the lowest compared entry with this formula, charge and spin   6.3 kcal per mole
Frontier orbital gap   8.98 eV
Structure (SMILES)   Cc1ccccc1NS(=O)(=O)c1cc(C(=O)NCCSC2CCCCC2)ccc1C
Highest occupied orbital energy   -8.5448 eV

ORCA input file:
```
! wB97M-V def2-TZVPD RIJCOSX def2/J DEFGRID3
* xyz 0 1
S -0.51 -0.80 -4.13
S -1.56 0.05 4.72
O -1.24 -1.91 -4.69
O -1.00 2.27 0.31
O -0.95 0.52 -4.43
N 1.07 -1.04 -4.66
N -1.96 0.79 1.73
C 2.01 0.96 -3.73
C 0.59 -0.63 8.18
C -1.46 1.71 3.95
C 3.79 2.12 -4.85
C -0.11 -0.89 6.85
C 0.11 -2.27 -0.41
C 2.85 0.13 -5.85
C -1.00 1.25 8.65
C -0.38 -0.04 9.20
C -0.40 -1.00 -2.35
C -0.82 0.05 -1.57
C -2.35 1.77 2.72
C -0.33 -1.22 0.39
C 1.97 0.02 -4.76
C 2.91 2.01 -3.79
C -1.70 0.98 7.32
C -1.24 1.12 0.63
C 2.81 -0.87 -6.97
C 0.55 -3.31 -2.65
C 0.08 -2.18 -1.80
C -0.72 0.40 6.32
C 3.75 1.18 -5.87
C -0.80 -0.05 -0.19
H 0.14 0.16 10.13
H -1.78 2.44 4.69
H 2.93 2.73 -2.99
H -2.52 0.28 7.47
H 3.08 -1.87 -6.61
H 1.82 -0.92 -7.41
H 4.43 1.27 -6.70
H -0.91 -1.63 6.99
H -0.21 1.99 8.50
H -1.18 -0.76 9.40
H -3.39 1.59 3.00
H 1.53 -3.07 -3.07
H -0.14 -3.46 -3.48
H 4.49 2.93 -4.90
H 0.07 1.12 6.09
H -0.42 1.89 3.68
H -0.27 -1.32 1.46
H -1.71 1.66 9.37
H 0.64 -4.22 -2.07
H -2.26 2.75 2.25
H -2.13 1.91 6.94
H 1.42 0.06 8.02
H 1.33 0.86 -2.91
H 3.52 -0.59 -7.74
H 0.49 -3.17 0.06
H -1.18 0.96 -2.05
H 1.01 -1.57 8.56
H -2.09 -0.17 1.98
H 0.59 -1.30 6.12
H 1.08 -1.69 -5.44
*
```

# 5
Density functional theory data (ωB97M-V/def2-TZVPD) for a 2-piece molecular cluster, C3H10BNS overall.

Calculated values
Lowest unoccupied orbital energy   0.0187 hartree
ΔE to the lowest compared entry with this formula, charge and spin   11.6 kcal per mole
Frontier orbital gap   9.33 eV
Structure (SMILES)   CN(C)B=S.C
Highest occupied orbital energy   -8.8231 eV

ORCA input file:
```
! wB97M-V def2-TZVPD RIJCOSX def2/J DEFGRID3
* xyz 0 1
S 1.30 1.97 -0.67
N -1.20 0.37 -0.83
C -2.17 0.48 0.37
C 3.27 -0.52 1.67
C -1.63 -0.53 -1.85
B -0.10 1.19 -0.67
H 4.12 -0.04 2.15
H 3.59 -0.99 0.76
H -1.87 -0.22 1.08
H 2.62 0.17 1.38
H -1.11 -1.45 -1.75
H -3.17 0.29 0.04
H 2.78 -1.21 2.15
H -1.34 -0.10 -2.75
H -2.75 -0.88 -1.84
H -2.35 1.47 0.76
*
```

# 6
Density functional theory data (ωB97M-V/def2-TZVPD) for C2H5N3O as an isolated structure.

Calculated values
Lowest unoccupied orbital energy (alpha / beta)   -0.0475 / -0.0624 hartree
ΔE to the lowest compared entry with this formula, charge and spin   184.4 kcal per mole
Frontier orbital gap (alpha / beta)   8.07 / 7.10 eV
Highest occupied orbital energy (alpha / beta)   -9.3658 / -8.7982 eV

ORCA input file:
```
! wB97M-V def2-TZVPD RIJCOSX def2/J DEFGRID3
* xyz 0 1
O 1.19 -0.60 -1.30
N -0.90 -0.71 -0.87
N 1.67 -0.94 -0.20
N 1.13 -0.79 0.89
C -0.12 1.29 0.74
C -0.18 -0.07 0.82
H -0.91 -0.54 1.46
H -0.79 1.92 1.30
H 0.62 1.78 0.11
H -1.11 0.11 -1.43
H -0.59 -1.45 -1.51
*
```

# 7
Density functional theory data (ωB97M-V/def2-TZVPD) for a 2-piece molecular cluster, C9H13NO2 overall.

Calculated values
Lowest unoccupied orbital energy   0.0164 hartree
ΔE to the lowest compared entry with this formula, charge and spin   57.7 kcal per mole
Frontier orbital gap   8.73 eV
Structure (SMILES)   Cc1ccc(O)cc1.CC(N)=O
Highest occupied orbital energy   -8.2843 eV

ORCA input file:
```
! wB97M-V def2-TZVPD RIJCOSX def2/J DEFGRID3
* xyz 0 1
O 2.74 -2.19 1.04
O 0.30 2.83 0.81
N 0.60 -1.68 1.41
C -1.48 0.37 -2.07
C -0.98 1.72 -2.40
C -1.59 0.19 -0.67
C -0.92 0.90 0.36
C -0.28 2.10 -0.09
C -2.25 -0.57 -3.06
C -0.27 2.45 -1.45
C 1.85 -2.19 1.84
C 1.88 -2.82 3.25
H -2.13 -0.65 -0.08
H 0.90 -2.97 3.64
H -0.72 0.51 1.41
H -3.18 -0.15 -3.50
H 2.47 -3.86 3.11
H -0.03 -1.17 2.00
H -1.12 2.03 -3.36
H 0.34 3.24 -1.96
H 0.21 2.61 1.76
H 2.45 -2.34 4.05
H 0.73 -1.20 0.57
H -1.66 -0.79 -3.87
H -2.52 -1.53 -2.74
*
```

# 8
Density functional theory data (ωB97M-V/def2-TZVPD) for C8H13FGdNO3 as an isolated structure.

Calculated values
Lowest unoccupied orbital energy (alpha / beta)   -0.3629 / -0.3124 hartree
Frontier orbital gap (alpha / beta)   4.74 / 6.28 eV
Highest occupied orbital energy (alpha / beta)   -14.6172 / -14.7793 eV

ORCA input file:
```
! wB97M-V def2-TZVPD RIJCOSX def2/J DEFGRID3
* xyz 2 8
Gd -3.62 3.51 -0.51
F 1.46 0.94 -4.01
O 3.03 2.22 -2.56
O -2.70 2.84 1.41
O -1.77 0.69 0.76
N 1.97 -1.47 -2.21
C 0.29 -2.18 -0.43
C -1.13 -1.83 0.36
C 2.78 -0.23 -1.89
C 0.50 -1.29 -1.79
C -0.99 -0.44 1.29
C 2.41 1.07 -2.87
C -1.13 1.89 3.19
C -1.89 1.79 1.73
H 0.15 -0.11 1.34
H 3.92 -0.51 -2.15
H -1.31 -0.78 2.38
H 0.37 -3.34 -0.71
H -2.06 -1.81 -0.36
H -1.31 -2.75 1.10
H 2.69 0.10 -0.75
H 0.18 -0.17 -1.66
H -1.51 0.98 3.85
H -0.13 -1.81 -2.66
H -1.37 2.88 3.78
H 1.14 -1.99 0.38
H 0.03 1.79 2.98
*
```

# 9
Density functional theory data (ωB97M-V/def2-TZVPD) for C34H30CrN6S5 as an isolated structure.

Calculated values
Lowest unoccupied orbital energy (alpha / beta)   0.0070 / 0.0025 hartree
ΔE to the lowest compared entry with this formula, charge and spin   0.0 kcal per mole
Frontier orbital gap (alpha / beta)   6.96 / 6.99 eV
Highest occupied orbital energy (alpha / beta)   -6.7681 / -6.9225 eV

ORCA input file:
```
! wB97M-V def2-TZVPD RIJCOSX def2/J DEFGRID3
* xyz 0 5
Cr -0.40 1.38 0.26
S 2.40 1.63 -0.09
S -2.73 1.73 0.74
S -1.05 0.44 -1.84
S -0.73 0.09 2.78
S -0.09 3.69 -1.54
N 0.50 -1.26 0.29
N 2.00 1.34 -2.74
N 3.46 2.87 -2.22
N 2.37 -6.05 -0.10
N 0.03 2.86 1.60
N 0.20 -6.29 -0.54
C -0.86 4.45 -0.05
C 0.95 -3.99 -0.08
C 0.91 3.60 3.69
C -2.08 1.08 3.38
C 2.26 2.00 -4.03
C -2.22 4.15 -3.17
C -0.34 -3.47 -0.09
C -4.19 2.54 4.41
C -2.93 1.50 -3.48
C 2.61 1.95 -1.73
C 2.50 -9.72 -0.58
C 2.00 -3.11 0.10
C -3.95 2.53 3.04
C 3.06 -8.49 -0.30
C 1.15 -5.44 -0.25
C 2.19 -7.40 -0.31
C -2.34 1.08 4.76
C 3.18 3.17 -3.63
C 0.69 1.16 3.22
C -1.85 1.80 -2.63
C -3.30 3.83 -3.97
C 0.83 4.91 3.28
C -0.13 4.14 1.23
C 0.82 -7.53 -0.59
C -0.51 -2.12 0.11
C -3.65 2.49 -4.12
C 0.28 -8.79 -0.86
C -1.50 3.16 -2.50
C 0.30 5.19 2.03
C -3.39 1.81 5.28
C 0.52 2.59 2.82
C -2.89 1.79 2.49
C 1.13 -9.87 -0.86
C 1.73 -1.76 0.27
H 2.54 -1.05 0.40
H 0.86 1.09 4.29
H 4.11 -8.38 -0.09
H 1.16 5.72 3.92
H 1.13 0.84 -2.57
H -1.51 -1.69 0.14
H 4.10 3.20 -4.22
H -5.02 3.12 4.79
H 3.04 -3.44 0.09
H -1.87 4.03 0.00
H 3.23 -5.60 0.14
H 1.33 2.35 -4.47
H 3.14 -10.60 -0.59
H -1.18 -4.14 -0.23
H -4.49 2.22 -4.75
H -3.60 1.79 6.34
H -1.71 0.48 5.41
H 3.86 3.55 -1.60
H 0.20 6.20 1.67
H -0.78 -8.89 -1.07
H 0.75 -10.86 -1.07
H -0.91 5.52 -0.20
H 2.67 4.13 -3.72
H 1.28 3.34 4.67
H 2.74 1.31 -4.71
H -4.58 3.10 2.37
H -3.86 4.61 -4.47
H -3.20 0.46 -3.60
H 1.53 0.70 2.70
H -1.91 5.18 -3.06
*
```

# 10
Density functional theory data (ωB97M-V/def2-TZVPD) for C2H5CuO as an isolated structure.

Calculated values
Lowest unoccupied orbital energy   -0.0339 hartree
Frontier orbital gap   7.12 eV
Highest occupied orbital energy   -8.0477 eV

ORCA input file:
```
! wB97M-V def2-TZVPD RIJCOSX def2/J DEFGRID3
* xyz 0 1
Cu -1.76 -1.10 0.31
O -1.41 -0.06 -1.37
C 0.27 0.39 1.16
C 0.81 -0.02 -0.05
H -1.24 -0.12 -2.31
H 1.91 -0.05 0.04
H 0.61 -0.09 2.08
H 0.94 -0.35 -1.08
H -0.14 1.40 1.23
*
```

# 11
Density functional theory data (ωB97M-V/def2-TZVPD) for C54H45AsN4S3Sn as an isolated structure.

Calculated values
Lowest unoccupied orbital energy   -0.1763 hartree
ΔE to the lowest compared entry with this formula, charge and spin   12.0 kcal per mole
Frontier orbital gap   7.91 eV
Highest occupied orbital energy   -12.7076 eV

ORCA input file:
```
! wB97M-V def2-TZVPD RIJCOSX def2/J DEFGRID3
* xyz 2 1
Sn -0.04 -0.17 0.19
As -0.06 2.57 0.92
S -3.28 -0.54 -3.19
S -3.49 -0.12 -0.39
S -0.31 0.01 -3.12
N -4.08 -0.43 -1.86
N -2.03 0.00 -0.35
N -1.76 -0.71 -3.28
N 0.39 0.04 -1.83
C -5.16 -2.48 -3.60
C -3.13 1.17 -5.34
C -0.61 4.36 -4.32
C -5.01 3.91 1.02
C 3.56 1.91 2.99
C -0.66 3.46 3.66
C -3.59 2.21 -6.13
C -0.90 2.49 2.68
C -4.94 -4.19 -5.27
C -4.60 3.73 -0.29
C -3.91 -2.00 -3.97
C 2.08 -2.50 -6.05
C 0.38 4.97 -0.68
C 4.15 2.55 0.75
C -1.44 6.58 0.65
C -5.26 -3.22 2.38
C -4.68 1.56 1.45
C 0.12 2.13 -4.89
C 0.94 -1.85 -6.51
C -1.68 1.39 3.01
C -4.21 -1.39 0.63
C 1.73 -1.60 -3.86
C -2.21 1.24 4.28
C -4.75 2.88 -5.79
C -3.89 -3.16 2.19
C 2.80 2.71 0.45
C 0.19 -1.07 -5.64
C 2.22 2.09 2.70
C -3.85 0.81 -4.21
C -5.05 2.82 1.89
C -0.35 4.45 0.39
C 0.23 6.29 -1.05
C -4.22 2.48 -0.74
C -5.59 -1.45 0.80
C -5.03 1.46 -3.87
C -3.16 -2.60 -4.97
C -5.67 -3.58 -4.25
C -0.67 7.11 -0.37
C -1.10 2.54 -2.84
C -1.20 3.32 4.93
C 2.47 -2.38 -4.73
C -3.35 -2.23 1.31
C 0.60 -0.95 -4.32
C 0.05 3.49 -5.18
C -1.97 2.21 5.24
C -6.11 -2.37 1.68
C 4.53 2.15 2.02
C -1.29 5.25 1.03
C -3.69 -3.71 -5.62
C 1.83 2.51 1.43
C -0.47 1.68 -3.72
C -1.18 3.88 -3.14
C -5.48 2.50 -4.67
C -4.26 1.41 0.14
H 0.65 1.46 -5.55
H -4.70 0.73 2.14
H 2.52 2.99 -0.55
H 0.82 6.69 -1.87
H -2.36 2.09 6.24
H -5.30 4.89 1.37
H 2.02 -1.47 -2.82
H -5.34 -5.05 -5.78
H -5.38 2.95 2.91
H 0.52 3.87 -6.08
H -3.92 2.33 -1.77
H -3.03 2.50 -7.01
H -0.65 5.41 -4.56
H -4.57 4.58 -0.97
H 2.66 -3.11 -6.73
H -1.90 0.64 2.26
H 0.64 -1.95 -7.54
H -0.03 4.31 3.43
H -5.70 -1.98 -2.80
H 1.47 1.91 3.46
H -0.70 -0.57 -6.00
H -2.28 -2.16 1.15
H -3.12 -4.19 -6.40
H -2.15 7.20 1.17
H -7.18 -2.43 1.84
H -1.48 2.15 -1.90
H 1.05 4.33 -1.24
H 5.58 2.01 2.26
H -5.67 -3.94 3.08
H -6.24 -0.78 0.24
H -5.58 1.14 -2.99
H -5.10 3.70 -6.40
H -6.64 -3.97 -3.97
H -2.18 -2.23 -5.22
H 3.36 -2.89 -4.38
H -0.76 8.15 -0.64
H -2.81 0.37 4.52
H 3.86 1.59 3.98
H -1.91 4.84 1.81
H -1.65 4.57 -2.45
H -6.40 3.01 -4.41
H -1.01 4.08 5.68
H -2.23 0.63 -5.60
H -3.23 -3.83 2.73
H 4.89 2.73 -0.01
*
```

# 12
Density functional theory data (ωB97M-V/def2-TZVPD) for an isolated molecule of C5H6O2.

Calculated values
Lowest unoccupied orbital energy   0.0218 hartree
ΔE to the lowest compared entry with this formula, charge and spin   104.7 kcal per mole
Frontier orbital gap   9.48 eV
Highest occupied orbital energy   -8.8898 eV

ORCA input file:
```
! wB97M-V def2-TZVPD RIJCOSX def2/J DEFGRID3
* xyz 0 1
O -2.15 0.92 0.57
O 1.36 0.54 0.49
C -0.65 -0.28 -0.88
C 0.84 -0.28 -1.27
C 0.21 -1.50 -0.70
C -1.03 0.53 0.30
C 0.17 0.94 1.16
H -1.37 -0.25 -1.68
H 0.48 -1.84 0.30
H 0.05 -2.31 -1.41
H 0.13 0.45 2.14
H 0.14 2.02 1.32
H 1.73 1.27 -0.01
*
```

F_max
In order: 4.14, 1.48, 3.75, 0.93, 5.29, 1.88, 5.52, 10.02, 1.22, 3.42, 1.02, 0.45
Unit: eV/A